# 1
# C15H22BN7OPd

A structure of composition C15H22BN7OPd (ωB97M-V/def2-TZVPD, the OMol25 dataset).

Element x y z (Å)
C -2.03 -1.30 -3.27
C -1.34 3.42 -1.22
O 2.14 -0.52 0.70
H -2.19 5.20 -2.00
H -4.98 -0.17 -2.37
C -3.24 0.31 3.00
H 2.58 1.72 -1.36
H 0.94 -2.28 -1.78
N 1.85 -0.44 -0.39
C -3.72 0.86 1.81
H 0.90 -1.89 -3.51
H -3.65 1.76 -0.93
N -1.11 -0.59 -1.41
H -0.03 -0.97 3.14
N -1.68 0.11 1.44
C 0.30 -2.25 -2.67
B -2.66 1.22 -0.58
H -3.11 3.74 -2.37
C -5.04 1.47 1.52
H -4.49 -0.42 -4.04
H -5.66 1.45 2.42
C -2.52 4.24 -1.61
C -2.88 -0.38 -2.67
N -0.19 1.77 -0.40
H 2.50 2.28 0.33
C -0.90 -1.40 -2.48
H -5.56 0.93 0.73
H -3.16 4.43 -0.74
C -4.23 0.07 -3.11
H -1.36 -1.73 4.01
H 0.00 -3.27 -2.89
N -2.75 0.72 0.87
H -3.78 0.25 3.93
C 2.20 2.50 -0.70
H -2.22 -1.86 -4.18
C 0.02 3.75 -1.30
N -2.30 0.05 -1.54
H -4.93 2.51 1.21
H 2.70 3.42 -0.99
H 0.44 4.68 -1.65
H -0.77 -0.15 4.51
Pd -0.06 -0.09 0.19
C -1.96 -0.13 2.74
C 0.73 2.67 -0.83
H -4.24 1.15 -3.27
N -1.44 2.20 -0.69
C -0.97 -0.78 3.64

Output
E_LUMO (alpha / beta)   -10.16 / -10.22 eV
Net charge   +2
Orbital gap (alpha / beta)   5.461 / 5.394 eV

Atomic partial charges in e from the Mulliken method, atoms 1 to 5: C -1.261; C 0.864; O -0.112; H 0.380; H 0.308



# 2
# C5H8IN2

The ion C5H8IN2 with charge +1 in a non-equilibrium geometry (ωB97M-V/def2-TZVPD, the OMol25 dataset).

Element x y z (Å)
H 1.25 -0.78 -0.76
H -1.14 0.63 -1.70
C 0.31 -0.29 -0.37
H -0.47 -2.06 0.41
C 0.38 0.37 1.04
H 1.02 0.35 3.01
H 1.45 -0.98 2.12
H 0.44 0.88 -2.09
C -0.28 1.97 -0.20
I -0.48 -2.66 -2.13
N -0.07 1.60 1.02
C -0.68 -1.45 -0.38
C -0.19 0.87 -1.24
H -0.62 2.99 -0.51
N 0.85 -0.19 2.13
H -1.77 -1.26 -0.35

Output
E_LUMO (alpha / beta)   -4.71 / -9.11 eV
Net charge   +1
Multiplicity   3
Expectation value of S²   2.02
Orbital gap (alpha / beta)   4.861 / 4.742 eV

Atomic partial charges in e from the Mulliken method, atoms 1 to 5: H 0.534; H 0.301; C 0.282; H 0.523; C 0.080



# 3
# C26H58N5O6

A cluster of 5 separate species, C26H58N5O6 in total in a non-equilibrium geometry (ωB97M-V/def2-TZVPD, the OMol25 dataset).

Element x y z (Å)
C -4.38 1.09 1.12
H 6.36 3.04 -4.03
O 5.09 0.75 -2.36
H 2.39 1.39 2.32
H -3.44 -0.82 -2.16
N 3.47 -1.22 1.48
H -6.50 -1.46 -4.59
H -3.58 -3.20 -0.54
H 2.02 -4.19 1.86
C 4.44 -1.26 3.64
H 2.35 0.85 -2.66
H 2.82 4.83 0.70
C 1.82 -1.24 3.42
C 1.55 4.47 -0.92
H -4.87 1.33 0.16
H 4.09 1.36 2.78
H 4.51 -3.74 2.28
H 4.33 -4.37 0.67
H -3.92 -2.42 3.36
H -2.49 2.17 1.03
C 3.22 -0.72 2.90
H -3.13 1.88 2.63
H 0.90 -3.10 3.84
N 3.62 2.40 -3.21
H 2.59 0.99 -4.42
N -4.19 -1.36 0.44
C 1.80 -2.73 3.39
H -4.59 -3.82 2.57
H 1.58 2.21 -3.63
C 3.13 -2.61 1.02
H -5.46 -0.99 2.00
C -5.14 -1.90 1.52
H -2.93 -0.45 1.79
H -2.73 0.08 0.19
H -4.02 0.71 -1.68
H -2.05 -2.39 1.98
C -5.36 -0.19 -3.11
H 4.52 -0.70 4.59
H 2.93 6.07 -0.57
H -6.61 -1.89 -2.89
C 5.96 2.03 -4.23
H 4.35 -2.32 3.83
H 2.99 0.97 4.00
C 1.90 -3.13 1.88
H 0.95 -2.96 1.42
O 0.80 1.32 0.41
N 0.16 0.22 -0.05
H -0.19 5.47 -0.66
O 0.34 -0.90 0.54
H 3.48 2.83 -2.24
C -5.94 -1.51 -3.64
H 2.29 -3.60 -0.71
H -0.65 3.10 -2.02
C 3.13 0.87 2.92
H -5.78 -0.32 -0.40
H 5.56 2.01 -5.27
C -0.58 4.16 -2.15
C -2.86 -3.00 1.51
H 3.67 -2.58 -1.02
C 2.74 -2.66 -0.47
H 1.46 6.08 0.43
C -4.16 -2.83 2.39
H -4.84 0.25 -4.00
C 4.37 -3.46 1.25
H 1.12 -0.80 2.69
C -4.38 -0.28 -1.92
C -3.50 -0.14 0.92
C -3.19 -2.43 0.12
H 0.68 1.98 -0.16
H -0.18 4.24 -3.16
O -0.62 0.31 -0.93
H -5.42 -1.93 -1.07
C -5.05 -0.98 -0.75
H -2.31 -1.96 -0.39
H -2.45 -4.00 1.47
H 5.34 -1.08 3.07
O 2.08 3.48 -1.44
H 3.69 3.14 -3.92
C -3.41 2.14 1.62
H -5.11 -2.23 -3.61
H -6.19 0.41 -2.79
H 2.10 -1.89 -0.72
C 2.44 1.58 -3.47
O 3.97 -0.47 0.68
H 6.73 1.25 -4.06
C 2.22 5.47 -0.02
H -5.28 0.90 1.73
H -3.88 3.11 1.73
H -5.89 -2.60 1.13
H 5.32 -3.04 0.96
C 4.96 1.59 -3.20
H 2.63 -3.21 3.92
N 0.28 4.76 -1.17
H -1.56 4.58 -2.27
H 1.61 -0.78 4.38

Output
E_LUMO   -9.28 eV
Net charge   +3
Orbital gap   8.359 eV

Atomic partial charges in e from the Mulliken method, atoms 1 to 5: C -0.315; H 0.359; O -0.391; H 0.223; H 0.290



# 4
# C20H42NPSi2Zr

A structure of composition C20H42NPSi2Zr in a non-equilibrium geometry (ωB97M-V/def2-TZVPD, the OMol25 dataset).

Element x y z (Å)
H -1.15 3.33 1.91
C -1.81 1.80 -3.57
C 1.75 -1.74 2.72
C -0.63 0.65 -1.78
C 1.47 4.48 -0.14
C -0.79 -2.32 4.26
C -2.82 0.75 4.04
H 1.07 1.60 3.39
N 1.42 -2.57 -2.90
C 2.38 2.63 -2.05
H -2.35 -1.56 -3.69
H 2.28 4.34 0.58
H -3.06 1.69 4.56
C 0.13 1.49 3.95
H 2.17 -2.73 2.96
H -1.11 3.81 -1.48
H -1.88 -2.16 4.32
C -0.38 3.17 -2.00
H -0.52 -2.94 -3.55
H 2.08 1.95 -2.86
C -1.08 -0.59 -2.26
H 2.35 -0.75 -3.39
C -0.43 -3.49 1.50
H 0.46 -3.80 0.94
C 0.04 -2.87 -2.60
C -1.95 -0.61 -3.35
H 0.03 3.75 -2.84
H -3.71 0.44 3.47
C -2.29 0.57 -4.01
H -0.60 -3.38 4.49
C -1.67 2.40 1.66
H -0.10 2.46 4.42
H -2.63 -0.02 4.80
H 0.30 0.76 4.75
H 2.40 -2.02 -4.64
Si -1.37 1.00 2.91
H -0.71 -4.32 2.16
Zr -0.11 0.90 0.37
H -1.58 2.22 0.52
H 1.98 -1.06 3.55
C 2.44 -2.93 -1.95
H -2.76 2.58 1.74
C 1.76 -1.56 -3.86
H 0.86 -1.14 -4.32
C -1.01 -0.49 1.80
H -2.95 0.52 -4.88
H 0.05 -3.87 -2.13
H -0.03 -1.75 -0.74
H 1.80 5.15 -0.95
C -0.96 1.84 -2.45
H 3.23 -3.49 -2.47
Si -0.12 -1.96 2.54
H -1.57 -2.43 -1.27
H 2.26 -1.38 1.82
H -2.08 2.72 -4.09
H -1.96 -0.86 1.37
H 1.77 0.64 0.55
H -1.25 -3.35 0.78
P 1.05 2.86 -0.84
H 0.60 4.91 0.38
H 3.26 2.20 -1.55
H -0.31 -1.72 5.04
H 2.91 -2.04 -1.50
H 2.65 3.61 -2.48
C -0.68 -1.89 -1.62
H 2.00 -3.56 -1.16
H 1.47 0.17 1.12

Output
E_LUMO   -8.35 eV
Net charge   +2
Orbital gap   4.332 eV

Atomic partial charges in e from the Mulliken method, atoms 1 to 5: H 0.433; C -0.982; C -1.110; C 0.561; C -1.358



# 5
# C4H11N2O

The ion C4H11N2O with charge +1 in a non-equilibrium geometry (ωB97M-V/def2-TZVPD, the OMol25 dataset).

Element x y z (Å)
C -0.06 -1.00 0.25
H 1.88 -1.40 1.09
H 2.61 -2.32 -1.18
N -0.68 0.13 -0.25
H 1.96 0.01 -0.21
H -1.74 2.75 -0.59
C -1.26 2.50 0.34
C 1.51 -0.90 0.17
H -0.70 0.29 -1.25
O -0.55 -2.11 0.29
C -1.42 1.03 0.69
H 0.83 -2.66 -0.48
N 1.67 -2.06 -0.92
H 1.21 -1.71 -1.76
H -1.63 3.11 1.16
H -2.50 0.77 0.73
H -0.94 0.90 1.64
H -0.18 2.68 0.29

Output
E_LUMO   -4.49 eV
Net charge   +1
SMILES string   CCNC(=O)C[NH3+]
Orbital gap   8.930 eV

Atomic partial charges in e from the Mulliken method, atoms 1 to 5: C 0.428; H 0.350; H 0.299; N -0.143; H 0.357



# 6
# C19H23NO

An isolated molecule of C19H23NO in a non-equilibrium geometry (ωB97M-V/def2-TZVPD, the OMol25 dataset).

Element x y z (Å)
H -1.02 2.00 -1.57
H 0.68 -1.16 -2.74
C -0.21 -1.94 2.12
H -1.96 -4.73 2.54
H -4.99 1.49 1.39
C -1.54 -3.82 2.13
H 4.27 2.71 0.14
N 3.08 -0.11 -1.22
C -1.83 0.92 0.11
C -1.88 -2.12 0.44
H -3.09 3.41 -1.94
C -1.86 1.92 -0.90
C 2.03 -0.45 -0.26
H -5.08 3.13 -0.30
H 0.30 -3.54 3.42
H 5.60 0.54 -2.37
H 0.67 0.87 -1.34
H 5.52 2.19 -1.67
H 0.58 -1.23 2.46
O 0.05 0.87 1.45
H 0.34 -2.06 -1.38
H 3.65 1.42 1.08
C -3.03 2.63 -1.20
C 3.61 1.84 0.11
C -2.28 -3.31 1.02
C -3.00 0.75 0.88
H 4.32 1.71 -2.78
H -3.13 -3.80 0.58
C 0.19 -1.19 -1.79
C -0.73 -1.36 0.95
H -0.31 1.78 1.47
C 3.97 0.88 -0.92
H -0.87 -1.11 -2.02
H -2.34 -1.86 -0.55
H -3.04 0.00 1.64
C 4.95 1.34 -1.98
C -0.43 -3.14 2.62
C 0.63 -0.06 -0.79
H 2.11 -1.63 -0.30
C -4.09 1.61 0.72
H 2.28 -0.20 0.77
C -4.15 2.62 -0.26
C -0.52 0.09 0.37
H 2.54 2.12 -0.12

Output
E_LUMO   0.68 eV
Net charge   0
SMILES string   CC(C)=NC[C@@H](C)C(O)(c1ccccc1)c1ccccc1
Orbital gap   9.467 eV

Atomic partial charges in e from the Mulliken method, atoms 1 to 5: H 0.266; H 0.455; C -0.018; H 0.375; H 0.283